# 1
ORCA calculation (the ωB97M-V functional and the def2-TZVPD basis) on a 3-piece molecular cluster, C26H54N4O3P overall.

Each line ends with the Mulliken charge.
Cartesian coordinates (Å):
C: -2.054 -1.068 -1.851  -0.8646
C: -4.750 0.612 4.547  -0.5896
H: 5.761 2.101 -1.432  0.4498
H: 2.899 -0.256 4.140  0.3457
H: -2.636 2.520 2.605  0.3585
H: 0.769 -4.457 2.598  0.3761
C: -1.596 2.082 -3.468  -0.7465
H: -1.310 -1.539 -5.719  0.4126
H: 0.675 0.472 0.676  -0.1439
H: 5.368 4.115 0.016  0.3367
H: 2.204 0.365 1.515  0.2390
H: 3.131 4.079 -3.302  0.2889
N: 1.627 0.362 5.628  -0.8257
H: 3.355 -0.509 -3.118  0.4530
H: -0.979 -1.949 -3.469  0.4773
H: 1.720 2.753 -0.911  0.0997
H: 1.557 4.575 -2.692  0.4040
C: -0.061 0.199 -5.775  -0.8054
H: -1.023 2.485 -4.303  0.2869
C: -3.838 -0.706 2.627  0.2699
H: 2.247 -2.561 4.471  0.3983
H: 1.760 2.964 -3.358  0.0200
H: -1.669 -4.300 4.395  0.4235
H: -5.193 -1.490 4.124  0.4061
C: 2.042 -0.495 4.779  0.2263
C: -3.130 0.458 2.182  0.3714
C: -3.217 1.665 2.932  -0.7191
H: -0.399 -2.065 1.762  -0.5883
C: -1.280 -4.476 3.390  -0.9121
H: 2.585 0.617 -0.995  -0.6736
H: -2.153 2.914 -3.030  0.4436
C: 3.333 0.579 -3.012  -0.9763
H: 4.296 0.356 -1.112  0.4606
C: 4.995 2.837 -1.691  -0.3771
H: 0.613 -4.084 4.288  0.3387
C: -2.572 0.983 -3.908  -0.8601
H: 2.676 -1.487 0.400  0.2817
H: -5.369 0.635 5.434  0.3804
H: -1.797 -3.657 1.417  0.1438
H: -4.737 -2.260 1.527  0.4684
H: -2.905 -2.655 3.636  0.3555
C: 3.477 0.949 -1.532  0.2903
O: -2.359 0.369 1.059  -0.0026
H: -0.322 -0.410 -2.937  -0.0814
H: -3.141 1.331 -4.775  0.3881
C: 0.158 -3.902 3.308  -0.9917
C: -1.419 -0.467 -5.527  -0.7766
H: 2.384 0.920 -3.425  -0.0718
C: 1.235 -0.154 1.384  0.0212
H: 1.039 -1.963 0.061  0.0749
H: -0.145 1.283 -5.861  0.2206
H: 0.655 -0.032 -4.987  0.1203
C: -4.015 1.747 4.113  -0.5771
C: -1.264 -0.944 -3.144  -0.0334
H: -4.060 2.659 4.693  0.3872
H: 4.738 4.983 -1.393  0.2865
H: -3.067 -1.952 1.042  -0.1659
H: -1.189 -5.564 3.296  0.3769
C: 5.393 4.170 -1.073  -1.4548
H: -0.894 1.727 -2.710  0.0657
C: -2.290 -4.043 2.308  -0.3831
N: -3.315 -3.111 2.830  -0.4620
H: 2.773 4.113 -0.718  0.4055
H: 5.018 2.934 -2.789  0.2800
C: 1.676 -1.542 0.854  -0.1874
P: 0.357 -2.031 2.998  1.7002
C: 2.596 3.237 -1.349  -0.4991
H: 0.359 -0.165 -6.715  0.4388
O: 0.622 -0.301 2.618  -0.6452
H: 2.203 1.197 5.545  0.2566
H: -2.822 -4.953 2.000  0.3552
H: -2.268 -0.100 -1.404  -0.0936
H: -2.132 -0.109 -6.276  0.3462
O: 1.814 -2.333 1.996  -0.7217
C: -3.727 -2.038 1.901  -0.3491
H: -1.483 -1.636 -1.116  0.2207
C: 2.249 3.732 -2.760  -0.8071
H: 0.831 -2.046 5.470  0.3603
H: 4.143 0.984 -3.621  0.3355
H: 6.408 4.432 -1.379  0.4437
H: -2.476 1.157 0.525  0.1636
C: -4.657 -0.604 3.806  -0.3937
N: 3.727 2.341 -1.200  0.2965
H: -0.855 -1.692 3.707  -0.0775
H: -3.316 0.857 -3.117  0.3721
C: 1.441 -1.834 4.590  -1.3096
H: -3.001 -1.585 -2.023  0.3056
N: -2.026 -0.325 -4.217  0.1384

- HOMO (eV) = -4.3
- total charge = -1
- gap between HOMO and LUMO (eV) = 6.73
- maximum force (hartree/bohr) = 0.03891

---

# 2
ORCA calculation (the ωB97M-V functional and the def2-TZVPD basis) on C31H25ClN5O8PRe as an isolated structure.

Each line ends with the Mulliken spin population.
Cartesian coordinates (Å):
O: -0.268 -2.419 7.393  0.0008
O: -3.532 2.662 2.464  -0.0021
C: 1.061 0.074 -5.336  -0.0003
C: 1.510 1.340 -4.993  0.0003
H: 1.965 -1.403 -0.370  -0.0185
H: 0.342 -1.814 -4.616  0.0002
N: -0.473 -2.839 6.280  -0.0002
C: -4.764 0.365 -4.685  -0.0032
H: -1.964 -3.870 4.141  -0.0008
C: -0.334 -1.206 2.847  -0.0231
C: 2.115 2.033 3.634  -0.0038
C: 1.562 1.727 -3.662  -0.0023
H: 0.816 3.456 0.030  -0.0015
H: 1.935 2.712 -3.414  0.0002
H: 1.024 -0.223 -6.376  -0.0001
H: 6.137 1.183 0.201  0.0002
C: 4.073 -1.496 0.022  0.0095
H: -2.636 -4.029 1.777  0.0006
Cl: -2.407 1.868 2.263  0.0121
C: 2.886 -0.841 -0.249  -0.0114
O: -1.303 2.595 1.630  -0.0006
H: 1.831 2.032 -5.760  -0.0001
C: 2.864 0.551 -0.379  0.0079
C: -1.526 -2.300 1.190  0.0580
H: 6.184 -1.273 0.350  0.0002
H: 0.895 3.515 -1.713  0.0014
H: 0.981 -0.736 6.452  0.0001
H: -5.269 1.037 -5.365  0.0000
C: -0.713 -2.129 3.832  -0.0103
O: -1.730 -0.381 -1.090  0.0692
C: 1.538 1.810 2.389  0.0389
C: -3.466 -1.387 -2.957  0.0067
C: 1.834 1.179 4.675  0.0130
C: 0.996 0.077 4.436  -0.0007
N: -0.741 -1.287 1.555  -0.0309
C: 4.035 1.281 -0.198  -0.0017
H: -4.556 -2.935 -3.951  0.0000
Re: -0.580 0.465 0.417  0.8028
P: 1.303 1.288 -0.921  -0.0091
C: -1.596 -3.153 3.427  0.0313
N: 0.733 0.782 2.136  -0.0233
C: -3.236 -0.018 -2.892  -0.0026
C: 1.146 0.842 -2.669  -0.0185
C: -0.187 -1.908 5.156  0.0020
O: -1.195 2.003 -0.930  0.0077
H: 2.404 3.460 -0.789  -0.0006
C: 0.664 -0.816 -4.347  0.0029
O: -1.919 1.244 3.445  0.0012
H: -1.809 -2.347 0.147  0.0000
C: -5.017 -1.000 -4.747  0.0068
H: -5.728 -1.384 -5.466  0.0002
H: 0.374 -1.123 -2.249  0.0108
H: 1.725 2.498 1.579  0.0011
C: 5.224 0.618 0.071  0.0017
H: 4.041 2.361 -0.272  -0.0001
C: -3.872 0.869 -3.759  0.0060
H: -3.667 1.928 -3.700  0.0005
C: 1.378 3.101 -0.832  0.0076
C: 0.620 -0.862 5.440  -0.0033
H: 2.241 1.345 5.665  -0.0007
C: 0.493 -0.093 3.147  0.0486
C: -4.363 -1.874 -3.890  -0.0028
H: 2.767 2.884 3.767  -0.0002
C: 5.247 -0.765 0.165  0.0007
O: -2.705 0.795 1.282  0.0238
C: -1.977 -3.239 2.105  -0.0102
O: -0.864 -3.953 5.995  -0.0001
C: 0.700 -0.434 -3.018  0.0054
H: -2.948 -2.054 -2.284  -0.0008
N: -2.066 1.705 -1.827  -0.0297
H: 4.092 -2.573 0.118  0.0002
N: -2.322 0.480 -1.916  0.0331

- HOMO (alpha / beta) (eV) = -14.4 / -14.4
- relative energy (zero: lowest compared OMol25 entry of this formula, charge and spin) (kcal per mole) = 56.7
- spin multiplicity = 2
- total charge = +2
- gap between HOMO and LUMO (alpha / beta) (eV) = 5.97 / 6.07
- maximum force (hartree/bohr) = 0.06836

---

# 3
ORCA calculation (the ωB97M-V functional and the def2-TZVPD basis) on a 2-piece molecular cluster, C3H5NO3 overall.

Each line ends with the natural charge from an NBO analysis.
Cartesian coordinates (Å):
H: -0.629 -1.460 -2.335  0.2134
C: 1.047 -0.239 1.528  0.3167
O: 0.151 -0.162 -0.808  -0.4106
H: 1.439 0.021 3.025  0.1616
C: -0.955 -0.956 -1.333  -0.3012
H: -0.093 1.726 -0.955  0.3989
H: -1.393 -1.774 -0.459  0.2240
O: 0.848 2.275 1.434  -0.5208
N: -0.305 0.955 -0.111  -0.3343
O: 0.974 -1.476 0.898  -0.4841
C: 0.544 1.158 0.966  0.5448
H: -1.630 -0.068 -1.849  0.1917

- HOMO (eV) = -9.8
- relative energy (zero: lowest compared OMol25 entry of this formula, charge and spin) (kcal per mole) = 201.9
- gap between HOMO and LUMO (eV) = 8.47
- maximum force (hartree/bohr) = 0.20412

---

# 4
ORCA calculation (the ωB97M-V functional and the def2-TZVPD basis) on a 4-piece molecular cluster, C55H43N2O11 overall.

Each line ends with the Mulliken charge.
Cartesian coordinates (Å):
C: -3.382 5.488 6.963  0.2100
H: 0.316 -3.202 6.400  0.4635
O: -2.913 3.830 5.367  -0.7197
H: 6.924 -2.214 -5.723  0.4497
H: 3.638 -2.183 -3.540  0.2717
H: 10.329 0.971 -7.442  0.4591
C: 2.665 -1.945 -2.894  -0.7553
H: -1.745 -4.229 -6.176  0.3537
N: -1.888 -3.367 -5.572  -0.0241
C: 7.364 -0.149 -4.034  0.5623
C: 9.407 1.654 -4.995  0.5555
O: -3.629 5.018 10.523  -0.6731
H: -1.380 2.333 -2.513  0.4136
C: -0.693 -2.901 -4.767  -0.2934
C: 0.027 -2.589 4.345  0.3946
H: -5.658 -5.978 -3.439  0.3258
H: -4.527 0.980 3.023  0.4109
C: 0.695 -3.252 5.381  -0.5086
H: 2.972 -1.466 -1.847  0.2618
O: 0.300 -1.958 0.811  -0.7549
C: -5.010 -0.570 -4.642  -0.5042
H: -4.249 -2.881 -7.621  0.3307
H: -5.098 0.482 -2.501  0.1509
O: -4.252 -4.823 -6.730  -0.3226
C: 9.584 0.276 -7.058  -0.5591
O: -1.683 -1.836 5.767  -0.6969
C: -1.868 -1.087 3.548  0.5619
C: 7.416 2.451 -1.302  -0.5074
H: 6.275 0.668 -1.696  0.4949
H: -2.664 -0.339 7.844  0.4792
O: -2.695 0.453 -1.483  -0.3728
H: -4.234 9.127 8.014  0.3989
C: -0.139 -1.908 1.953  0.4527
C: 7.729 1.051 -3.255  0.2106
C: -5.654 -0.320 -3.154  -0.5288
H: -4.838 0.502 -5.136  0.3872
C: -3.987 8.110 7.719  -0.4551
C: -2.965 1.011 9.498  -0.6628
C: 7.669 -1.512 -6.093  -0.5261
C: 8.027 -0.393 -5.331  0.2606
H: -3.294 2.574 10.942  0.4616
H: -6.748 0.120 -3.337  0.4144
C: 2.346 -4.053 3.808  -0.5259
C: -1.339 -1.103 2.259  0.1892
H: 2.378 -4.487 5.920  0.3975
C: -2.229 -0.769 -3.773  0.6585
C: -3.596 5.793 8.307  0.1553
C: -1.211 -1.839 4.636  0.4524
H: 8.708 4.171 -1.159  0.3944
H: 1.568 -1.268 -4.835  0.3459
C: -3.023 -0.342 3.822  -0.6990
C: 8.730 1.910 -3.708  0.2643
O: -1.964 1.944 -3.256  -0.4848
C: 1.856 -3.978 5.112  -0.5199
H: 6.896 2.666 -0.370  0.3970
H: -3.803 8.594 5.627  0.3859
C: -2.321 0.578 -2.787  -0.0529
H: -3.857 -5.350 -3.632  0.2247
H: 9.665 -0.991 -8.800  0.3967
H: 9.877 3.699 -3.290  0.4619
C: -3.237 3.348 8.920  0.2966
C: -0.759 -1.563 -3.822  0.1821
C: -3.092 0.400 1.522  -0.3930
H: 3.246 -4.627 3.597  0.3983
C: -3.268 -2.685 -5.569  -0.2329
C: -3.447 6.501 5.998  -0.4921
O: 6.516 -0.927 -3.614  -0.7018
C: -3.905 7.105 8.685  -0.5530
C: 8.431 3.299 -1.746  -0.4526
C: -2.865 1.704 7.184  -0.7117
O: 0.324 -1.012 -2.994  -0.2191
C: 0.529 -2.644 3.045  0.0058
H: -1.535 -0.351 0.238  0.6517
C: -4.421 -3.372 -6.547  -0.5196
H: -3.267 6.273 4.949  0.4374
H: -6.614 -2.110 -2.816  0.2648
N: -5.853 -1.585 -2.331  -0.5477
H: -4.088 7.348 9.730  0.4545
H: 7.979 -2.595 -7.931  0.3932
C: -3.632 0.399 2.808  -0.8019
C: 1.686 -3.388 2.774  -0.5441
H: 2.076 -3.446 1.760  0.4661
C: 9.088 3.030 -2.947  -0.5979
C: -3.105 4.098 6.547  0.4956
C: -3.748 7.809 6.378  -0.4767
O: -5.579 -6.737 -6.064  -0.5103
C: -3.070 3.035 7.571  -0.0032
H: 2.040 0.168 -3.707  0.2617
H: -2.921 0.226 10.250  0.3955
H: -5.827 -1.110 -5.290  0.1862
H: 2.128 -2.978 -2.733  0.2454
C: -3.546 -1.321 -4.643  0.5057
C: 1.605 -0.944 -3.712  -0.4574
H: -5.526 -3.056 -6.242  0.3474
C: 9.212 -0.829 -7.824  -0.4751
C: -4.933 -5.601 -5.681  0.4860
H: -2.746 1.449 6.132  0.6793
H: -3.448 -0.334 4.824  0.6940
C: -3.495 4.740 9.337  0.6304
C: -3.175 2.335 9.886  -0.5491
O: 10.296 2.401 -5.388  -0.6644
C: -2.818 0.695 8.148  -0.1766
C: 7.067 1.326 -2.051  -0.5607
H: -5.266 -4.120 -3.972  -0.1222
H: -3.561 0.985 0.734  0.4060
C: 8.995 0.492 -5.806  0.2309
C: 8.262 -1.728 -7.338  -0.4819
C: -1.949 -0.354 1.245  -0.5016
H: -4.967 -2.148 -2.261  0.2530
H: 0.321 -3.512 -4.855  0.3849
C: -4.961 -5.264 -4.076  -0.3177

- HOMO (eV) = -10.7
- total charge = +1
- gap between HOMO and LUMO (eV) = 5.31
- maximum force (hartree/bohr) = 0.18597

---

# 5
ORCA calculation (the ωB97M-V functional and the def2-TZVPD basis) on a 2-piece molecular cluster, C4H11N2 overall.

Each line ends with the natural charge from an NBO analysis.
Cartesian coordinates (Å):
H: 0.425 -3.243 -0.357  0.3955
H: 0.330 2.684 1.497  0.3054
H: -4.772 -0.747 -0.874  0.3879
C: 1.331 2.374 1.141  -0.7251
H: 1.273 -0.393 1.322  0.2585
C: 1.210 -0.058 0.255  -0.3983
N: -3.746 -0.556 -0.811  -1.1154
H: 1.244 1.791 -0.914  0.2192
H: -3.514 0.379 -0.409  0.3670
H: -3.278 -0.673 -1.799  0.3621
H: 1.796 1.705 1.919  0.2404
N: 1.000 -2.570 0.110  -0.7875
H: 0.549 -1.188 -1.597  0.2222
H: 1.932 3.294 1.145  0.2869
C: 0.889 -1.195 -0.567  0.3438
H: 1.965 -2.937 -0.114  0.4206
C: 1.368 1.335 0.054  0.2166

- HOMO (eV) = -12.5
- relative energy (zero: lowest compared OMol25 entry of this formula, charge and spin) (kcal per mole) = 104.3
- total charge = +1
- gap between HOMO and LUMO (eV) = 5.44
- maximum force (hartree/bohr) = 0.08497